The following is a DFT calculation (the ωB97M-V functional and the def2-TZVPD basis) of a molecular structure, C51H55CrIN4O2P2SSi2.

Each line ends with the Mulliken spin population.
Atoms and positions in Å:
C  2.53  -3.94  -1.49  -0.188
C  -1.87  4.41  3.08  0.002
H  -5.10  -0.14  -1.01  0.000
C  1.81  -5.82  0.03  -0.204
C  1.61  -3.44  3.43  0.002
H  0.59  3.85  -3.89  0.001
H  -2.46  4.95  2.27  0.000
H  -2.06  6.25  -1.50  0.000
H  -0.08  6.58  -2.84  0.000
C  3.30  4.04  4.17  -0.002
O  2.05  0.69  0.59  0.023
C  -1.19  5.61  -1.30  0.000
H  -2.16  4.33  0.15  0.001
H  -0.18  -1.53  3.38  -0.020
H  -0.33  2.33  -2.09  0.061
C  0.08  -3.94  -3.55  -0.025
C  0.25  -1.96  -2.16  0.019
N  4.36  -1.79  1.38  0.004
H  -4.39  1.32  -3.99  -0.001
H  4.20  -3.55  2.50  0.004
P  -0.46  -0.43  -1.69  -0.157
H  -3.21  2.02  -2.84  -0.002
C  2.40  -2.40  2.64  0.010
H  3.27  -7.06  0.87  0.023
H  2.79  -3.13  -0.77  0.153
H  2.06  3.77  -0.41  -0.003
H  -2.33  4.77  4.05  0.000
Si  -2.27  2.61  2.92  0.016
H  5.51  0.17  0.12  0.000
C  -3.41  1.22  -3.55  0.005
H  0.32  -1.12  -4.53  0.001
C  0.26  -1.33  2.38  0.147
C  0.90  0.75  -5.42  0.002
P  0.09  2.60  1.17  -0.176
H  -1.57  -3.11  -2.34  0.026
C  3.14  -6.26  0.13  0.391
C  1.61  -1.91  -2.34  0.014
C  2.85  2.70  4.18  0.001
C  1.14  4.26  -0.65  0.025
C  0.59  2.75  -4.00  0.006
C  -2.38  -3.00  2.04  -0.017
H  -4.59  2.91  3.55  0.000
C  -3.06  -1.65  -4.00  0.001
N  -2.01  -0.26  -1.51  0.082
I  -4.55  2.76  -0.59  -0.003
C  0.73  1.06  0.40  -0.120
C  -0.03  5.87  -2.02  -0.001
H  -4.48  2.52  1.79  -0.003
O  2.39  -4.51  3.88  0.001
H  1.19  0.36  -6.39  0.000
H  -0.64  2.13  4.66  0.000
C  -4.12  2.24  2.78  0.006
H  -0.61  -4.49  -4.23  0.006
H  -4.53  -1.85  -0.99  -0.001
H  1.54  1.26  3.35  -0.007
C  -1.66  1.77  4.47  0.005
H  -4.63  0.07  1.19  -0.010
H  2.01  -5.38  3.65  -0.002
C  2.57  4.99  3.44  0.001
H  4.15  4.20  4.80  0.000
H  3.26  2.01  4.92  0.000
H  0.79  -3.77  2.77  -0.002
C  1.43  -4.77  -0.84  0.434
Cr  -1.10  0.47  0.28  3.318
C  4.13  -5.71  -0.67  -0.168
N  -0.51  -1.44  1.34  -0.108
C  1.38  -3.95  -3.82  0.044
C  3.70  -2.61  2.19  0.001
C  -3.97  -0.77  1.49  -0.086
C  1.00  2.16  -5.20  0.001
H  -5.47  -1.75  2.58  0.000
C  1.16  5.22  -1.67  0.002
H  -4.30  1.18  3.06  -0.001
H  1.82  -4.44  -4.67  0.014
H  2.16  -0.99  -2.20  0.005
C  3.78  -4.72  -1.56  0.371
C  4.45  0.40  0.24  0.001
C  2.24  -3.17  -2.81  0.020
H  -0.78  4.68  2.99  -0.001
H  3.24  -2.96  -3.21  -0.005
H  5.15  -6.11  -0.61  -0.003
H  -2.10  -1.70  -4.51  0.000
H  4.56  -4.40  -2.28  0.022
H  -4.08  -3.77  3.14  0.001
Si  -3.33  -0.42  -2.65  0.011
N  -1.36  1.97  1.56  0.019
C  -4.43  -1.82  2.25  -0.012
C  3.74  -0.71  0.94  -0.010
C  -3.66  -2.94  2.55  0.015
H  1.16  -3.03  4.37  0.000
C  2.36  -0.52  1.16  0.040
H  -3.32  -2.70  -3.73  0.001
H  -2.21  2.10  5.38  0.000
C  0.07  1.91  -3.01  -0.025
C  -4.78  -0.97  -1.62  0.003
H  1.29  5.29  1.77  0.000
C  1.69  -1.29  2.17  -0.061
C  1.24  3.21  2.46  0.004
H  4.04  0.64  -0.75  -0.001
H  1.39  2.77  -5.99  0.000
S  -0.26  -4.50  -1.03  0.103
H  -3.81  -1.39  -4.80  -0.001
H  -1.74  0.68  4.40  -0.003
C  -0.02  3.97  0.07  0.033
H  4.41  1.32  0.83  0.000
H  2.77  6.07  3.56  0.000
C  1.68  4.58  2.48  -0.004
H  2.07  5.36  -2.22  0.000
C  -1.86  -1.81  1.52  -0.029
H  1.00  -6.39  0.50  -0.005
C  0.44  -0.05  -4.39  0.007
C  -2.66  -0.75  1.04  0.025
C  -1.23  4.60  -0.35  -0.022
C  1.84  2.30  3.31  -0.002
H  -1.75  -3.90  2.18  0.000
C  0.08  0.51  -3.17  -0.034
H  -2.64  1.23  -4.35  0.001
H  -5.59  -1.25  -2.39  0.000
C  -0.47  -3.24  -2.36  -0.012

Output
**HOMO-LUMO gap (spin up / spin down)**: 3.926 / 4.030 eV
**LUMO energy (spin up / spin down)**: 3.83 / 3.55 eV
**Calculated total energy**: -145522.177 eV
**Molar mass**: 1085.1 g mol⁻¹
**Spin multiplicity**: 5
**<S²>**: 6.16
**Total charge**: -2